# 1
The following is a quantum chemistry calculation of the molecule C4H7NO2, from OMol25.

CARTESIAN COORDINATES (ANGSTROEM)
O1 0.28 -1.78 1.22
C1 0.24 -0.92 0.11
C2 1.20 0.29 0.21
N1 0.64 1.59 -0.18
C3 -0.34 1.59 -0.97
O2 -1.19 0.55 -1.17
C4 -1.13 -0.28 -0.02
H1 -0.16 -1.34 1.97
H2 0.48 -1.55 -0.75
H3 2.04 0.18 -0.47
H4 1.61 0.33 1.22
H5 -0.62 2.47 -1.56
H6 -1.95 -0.99 -0.06
H7 -1.17 0.42 0.83

Output
ΔE to the lowest compared entry with this formula, charge and spin	42.2	kcal per mole
SMILES string	O[C@@H]1CN=COC1
LUMO	0.87	eV
F_max	0.798	eV Å⁻¹
HOMO-LUMO gap	10.577	eV

***

# 2
The following is a quantum chemistry calculation of a structure of composition C8H22IN2O3V at a distorted geometry, from OMol25.

CARTESIAN COORDINATES (ANGSTROEM)
O1 -7.74 -8.41 -11.72
V1 -9.06 -8.51 -12.62
I1 -9.82 -5.83 -11.90
C1 -8.07 -2.63 -15.49
C2 -9.62 -2.59 -15.49
C3 -10.20 -3.67 -16.36
O2 -9.74 -3.63 -17.72
C4 -10.64 -4.33 -18.60
N1 -10.00 -2.51 -14.10
H1 -7.56 -1.79 -15.03
H2 -7.69 -2.61 -16.51
H3 -7.79 -3.58 -15.02
H4 -10.01 -1.64 -15.85
H5 -11.28 -3.58 -16.35
H6 -9.98 -4.67 -15.97
H7 -10.77 -5.37 -18.32
H8 -10.07 -4.42 -19.53
H9 -11.60 -3.85 -18.78
H10 -9.38 -1.85 -13.65
H11 -9.98 -3.43 -13.67
C5 -11.50 -5.51 -8.10
C6 -11.98 -6.98 -8.04
C7 -13.43 -7.18 -8.55
O3 -13.87 -8.51 -8.18
C8 -15.23 -8.68 -8.64
N2 -10.96 -7.71 -8.82
H12 -10.61 -5.49 -7.48
H13 -12.15 -4.71 -7.74
H14 -11.21 -5.16 -9.09
H15 -11.89 -7.47 -7.07
H16 -13.54 -6.88 -9.59
H17 -13.96 -6.42 -7.97
H18 -15.94 -8.09 -8.06
H19 -15.41 -9.74 -8.47
H20 -15.28 -8.39 -9.69
H21 -10.09 -7.49 -8.36
H22 -10.81 -7.15 -9.64

Output
ΔE to the lowest compared entry with this formula, charge and spin	0.0	kcal per mole
multiplicity	3
expectation value of S²	2.064
LUMO (alpha / beta)	-2.07 / -2.16	eV
F_max	3.834	eV Å⁻¹
HOMO-LUMO gap (alpha / beta)	6.526 / 6.460	eV

***

# 3
The following is a quantum chemistry calculation of the molecule C2H9N2OP at a distorted geometry, from OMol25.

CARTESIAN COORDINATES (ANGSTROEM)
N1 2.42 -0.75 -0.34
N2 1.59 -0.37 0.78
P1 0.87 1.40 0.30
C1 -0.96 1.00 0.35
C2 -1.52 -0.12 -0.54
O1 -2.77 -0.61 -0.27
H1 1.99 -1.53 -0.95
H2 3.39 -1.05 -0.01
H3 2.25 -0.10 1.42
H4 0.84 0.88 -1.03
H5 -1.24 0.65 1.46
H6 -1.44 1.89 0.14
H7 -0.98 -1.06 -0.50
H8 -1.59 0.31 -1.55
H9 -2.85 -0.56 0.73

Output
ΔE to the lowest compared entry with this formula, charge and spin	93.5	kcal per mole
SMILES string	NNPCCO
LUMO	1.08	eV
F_max	4.804	eV Å⁻¹
HOMO-LUMO gap	9.255	eV

***

# 4
The following is a quantum chemistry calculation of a structure of composition C17H15BrCdN5O2SSe at a distorted geometry, from OMol25.

CARTESIAN COORDINATES (ANGSTROEM)
Cd1 1.25 -1.30 -0.59
C1 -4.37 4.05 0.61
C2 -3.24 3.15 1.03
C3 -3.03 1.92 0.40
C4 -1.98 1.09 0.81
C5 -1.14 1.50 1.84
C6 -1.34 2.73 2.48
C7 -2.39 3.55 2.07
S1 0.22 0.41 2.35
O1 -0.53 -0.65 3.03
O2 1.00 1.26 3.26
N1 0.99 -0.07 1.04
C8 1.56 0.85 0.00
C9 1.85 2.17 0.37
C10 2.39 3.09 -0.55
C11 2.67 2.72 -1.86
C12 2.43 1.43 -2.26
N2 1.92 0.49 -1.45
H1 -4.93 3.62 -0.22
H2 -3.98 5.02 0.28
H3 -5.06 4.20 1.44
H4 -3.68 1.58 -0.40
H5 -1.82 0.13 0.33
H6 -0.68 3.04 3.28
H7 -2.53 4.51 2.57
H8 1.68 2.53 1.38
H9 2.59 4.10 -0.22
H10 3.09 3.44 -2.56
H11 2.64 1.09 -3.27
Se1 2.12 -5.56 1.87
N3 1.53 -6.45 0.43
C13 1.17 -5.60 -0.54
C14 0.67 -5.98 -1.79
C15 0.33 -4.98 -2.70
C16 0.50 -3.62 -2.35
N4 0.99 -3.28 -1.13
C17 1.32 -4.27 -0.24
N5 1.81 -4.03 0.99
H12 0.54 -7.03 -2.04
H13 -0.06 -5.25 -3.68
H14 0.25 -2.84 -3.05
Br1 3.64 -1.81 0.18
H15 -0.38 -0.94 -1.13

Output
charge	-1
LUMO (alpha / beta)	0.77 / 0.77	eV
F_max	4.165	eV Å⁻¹
HOMO-LUMO gap (alpha / beta)	4.495 / 4.494	eV

***

# 5
The following is a quantum chemistry calculation of a structure of composition C36H50As2BF4N2O8RuS5Se3 at a distorted geometry, from OMol25.

CARTESIAN COORDINATES (ANGSTROEM)
Ru1 0.38 -1.31 -0.81
S1 -1.24 5.97 -0.59
C1 -0.98 4.36 -0.58
S2 -1.49 3.29 -1.86
C2 -0.88 1.79 -1.18
C3 -0.22 1.93 0.00
S3 0.40 0.58 0.92
S4 -0.14 3.53 0.71
S5 -1.19 0.36 -2.03
C4 -2.54 -3.69 -2.52
Se1 -0.87 -3.69 -1.47
C5 0.29 -4.17 -2.98
C6 0.52 -3.02 -3.93
Se2 1.67 -1.56 -3.19
C7 1.08 -0.19 -4.45
H1 -2.57 -4.63 -3.07
H2 -2.61 -2.84 -3.20
H3 -3.37 -3.68 -1.81
H4 -0.20 -4.99 -3.49
H5 1.22 -4.53 -2.55
H6 -0.42 -2.53 -4.20
H7 1.01 -3.38 -4.83
H8 0.00 -0.05 -4.37
H9 1.36 -0.46 -5.47
H10 1.58 0.73 -4.16
F1 2.19 -3.46 -0.91
B1 1.79 -4.07 0.31
F2 1.04 -3.05 0.96
F3 2.88 -4.40 1.04
F4 0.98 -5.14 0.01
C8 -2.98 -1.02 4.98
C9 -3.81 0.12 4.44
C10 -3.00 1.38 4.15
C11 -2.02 1.22 2.99
N1 -2.71 1.05 1.74
C12 -2.81 -0.10 1.03
Se3 -1.84 -1.65 1.30
N2 -3.66 0.10 0.00
C13 -4.06 -0.90 -0.95
C14 -4.99 -1.94 -0.34
C15 -6.26 -1.35 0.27
C16 -7.27 -0.91 -0.79
C17 -4.07 1.42 0.00
C18 -4.85 2.16 -0.87
C19 -5.02 3.50 -0.59
C20 -4.43 4.10 0.52
C21 -3.63 3.37 1.38
C22 -3.46 2.02 1.12
H11 -3.63 -1.81 5.35
H12 -2.35 -0.68 5.81
H13 -2.35 -1.45 4.20
H14 -4.58 0.39 5.16
H15 -4.32 -0.20 3.53
H16 -2.43 1.66 5.04
H17 -3.68 2.21 3.92
H18 -1.39 0.34 3.14
H19 -1.37 2.11 2.91
H20 -3.15 -1.41 -1.30
H21 -4.52 -0.40 -1.80
H22 -4.44 -2.47 0.45
H23 -5.26 -2.66 -1.12
H24 -6.01 -0.50 0.91
H25 -6.72 -2.11 0.90
H26 -6.88 -0.10 -1.40
H27 -8.19 -0.57 -0.33
H28 -7.50 -1.75 -1.44
H29 -5.28 1.72 -1.75
H30 -5.62 4.11 -1.25
H31 -4.58 5.15 0.71
H32 -3.13 3.85 2.21
C23 1.52 -0.09 4.51
O1 1.89 -0.12 3.14
C24 2.24 1.04 2.56
O2 2.38 2.09 3.13
C25 2.27 0.87 1.08
C26 2.74 1.97 0.29
As1 4.56 2.63 0.58
C27 5.17 1.90 2.29
C28 5.18 1.06 -0.47
C29 4.64 -0.16 -0.49
As2 3.02 -0.92 0.32
C30 4.01 -1.80 1.77
C31 5.35 -1.18 -1.30
O3 6.50 -1.12 -1.65
O4 4.52 -2.18 -1.61
C32 5.06 -3.23 -2.40
C33 6.52 1.38 -1.04
O5 7.45 1.54 -0.29
O6 6.65 1.64 -2.34
C34 5.52 1.58 -3.18
C35 2.36 1.93 -1.09
O7 1.95 0.88 -1.62
O8 2.45 3.00 -1.91
C36 2.63 4.31 -1.39
H33 1.12 -1.08 4.73
H34 0.76 0.68 4.69
H35 2.38 0.12 5.15
H36 4.89 2.57 3.10
H37 6.25 1.84 2.23
H38 4.77 0.90 2.49
H39 4.73 -1.16 2.27
H40 4.53 -2.64 1.32
H41 3.30 -2.21 2.49
H42 4.38 -4.07 -2.29
H43 6.06 -3.48 -2.06
H44 5.10 -2.92 -3.45
H45 5.86 1.92 -4.16
H46 4.73 2.25 -2.83
H47 5.13 0.57 -3.27
H48 2.03 4.98 -2.00
H49 3.68 4.61 -1.46
H50 2.31 4.37 -0.34

Output
ΔE to the lowest compared entry with this formula, charge and spin	80.5	kcal per mole
multiplicity	2
expectation value of S²	0.813
LUMO (alpha / beta)	-2.19 / -1.75	eV
F_max	2.530	eV Å⁻¹
HOMO-LUMO gap (alpha / beta)	4.364 / 4.752	eV

***

# 6
The following is a quantum chemistry calculation of a structure of composition C28H23BrIN4O6RbS2Te at a distorted geometry, from OMol25.

CARTESIAN COORDINATES (ANGSTROEM)
Rb1 -1.13 0.33 1.95
C1 2.93 1.08 -0.01
C2 2.59 1.30 1.42
N1 1.39 1.55 1.89
C3 1.55 1.69 3.26
C4 2.86 1.52 3.61
N2 3.50 1.28 2.43
C5 3.67 1.55 4.88
O1 3.02 1.75 5.94
O2 4.88 1.37 4.74
C6 0.36 1.94 4.14
O3 0.59 2.02 5.43
O4 -0.76 2.06 3.67
H1 2.02 1.17 -0.61
H2 3.35 0.08 -0.17
H3 3.64 1.81 -0.38
H4 4.50 1.12 2.41
H5 1.59 1.90 5.66
C7 4.43 -5.53 -0.36
C8 3.16 -4.86 0.11
C9 2.16 -5.61 0.72
C10 1.00 -5.00 1.20
C11 0.85 -3.63 1.05
C12 1.83 -2.87 0.44
C13 2.98 -3.49 -0.03
S1 -0.58 -2.80 1.69
O5 -0.03 -1.83 2.63
O6 -1.43 -3.84 2.24
N3 -1.22 -1.97 0.53
C14 -1.86 -2.61 -0.54
C15 -1.81 -3.98 -0.88
C16 -2.43 -4.40 -2.04
C17 -3.11 -3.50 -2.85
C18 -3.15 -2.19 -2.41
N4 -2.56 -1.76 -1.29
H6 4.22 -6.47 -0.87
H7 5.09 -5.75 0.48
H8 4.98 -4.89 -1.06
H9 2.29 -6.68 0.83
H10 0.22 -5.57 1.68
H11 1.69 -1.80 0.34
H12 3.75 -2.90 -0.51
H13 -1.31 -4.69 -0.24
H14 -2.38 -5.45 -2.31
H15 -3.59 -3.79 -3.77
H16 -3.68 -1.42 -2.97
Te1 -1.22 2.69 -2.93
C19 0.17 3.71 -4.18
C20 1.43 3.33 -4.58
C21 2.07 4.25 -5.46
C22 1.31 5.35 -5.73
S2 -0.20 5.23 -4.90
H17 1.87 2.40 -4.24
H18 3.07 4.11 -5.87
H19 1.54 6.20 -6.35
Br1 -7.08 1.47 0.40
C23 -5.83 2.90 0.26
C24 -6.33 4.17 0.54
C25 -5.49 5.27 0.47
C26 -4.15 5.09 0.13
C27 -3.66 3.83 -0.14
C28 -4.49 2.71 -0.08
I1 -3.66 0.84 -0.53
H20 -7.37 4.28 0.80
H21 -5.88 6.26 0.68
H22 -3.49 5.94 0.07
H23 -2.63 3.70 -0.44

Output
charge	-2
ΔE to the lowest compared entry with this formula, charge and spin	24.0	kcal per mole
LUMO	3.65	eV
F_max	1.537	eV Å⁻¹
HOMO-LUMO gap	5.083	eV

***

# 7
The following is a quantum chemistry calculation of a structure of composition C46H49InN10O9SeSi, from OMol25.

CARTESIAN COORDINATES (ANGSTROEM)
In1 -0.05 -0.14 1.90
C1 -3.19 4.88 4.96
C2 -3.13 4.02 6.06
C3 -2.37 2.86 6.02
C4 -1.70 2.57 4.84
C5 -0.84 1.43 4.46
N1 -0.49 1.57 3.17
C6 -0.95 2.79 2.68
N2 -0.63 3.37 1.59
C7 0.20 2.79 0.66
C8 1.04 3.53 -0.20
C9 1.27 4.91 -0.35
C10 2.25 5.32 -1.21
C11 3.05 4.38 -1.92
C12 2.84 3.03 -1.79
C13 1.81 2.58 -0.93
C14 1.35 1.32 -0.53
N3 1.75 0.08 -1.07
C15 2.27 -0.86 -0.15
N4 2.02 -0.83 1.17
C16 2.69 -1.88 1.75
N5 2.70 -2.22 3.06
C17 1.96 -1.69 3.96
N6 1.04 -0.64 3.82
C18 0.46 -0.41 5.00
N7 -0.44 0.53 5.33
C19 1.00 -1.33 6.00
C20 0.71 -1.50 7.35
C21 1.40 -2.48 8.04
C22 2.35 -3.28 7.39
C23 2.63 -3.11 6.04
C24 1.94 -2.12 5.35
C25 3.39 -2.60 0.74
C26 4.17 -3.76 0.77
C27 4.67 -4.24 -0.42
C28 4.39 -3.59 -1.65
C29 3.62 -2.45 -1.69
C30 3.12 -1.94 -0.48
N8 0.41 1.45 0.44
C31 -1.77 3.41 3.74
C32 -2.50 4.58 3.78
H1 -3.78 5.78 5.02
H2 -3.68 4.27 6.96
H3 -2.32 2.18 6.86
H4 0.68 5.62 0.22
H5 2.45 6.38 -1.33
H6 3.83 4.74 -2.57
H7 3.46 2.32 -2.32
H8 -0.04 -0.88 7.83
H9 1.20 -2.65 9.09
H10 2.86 -4.05 7.95
H11 3.34 -3.74 5.52
H12 4.35 -4.27 1.70
H13 5.27 -5.14 -0.43
H14 4.79 -4.00 -2.57
H15 3.39 -1.96 -2.63
H16 -2.55 5.23 2.92
C33 -3.99 0.33 3.49
N9 -4.21 -0.41 2.26
C34 -3.28 -0.28 1.26
N10 -3.32 -1.24 0.28
O1 -2.49 0.67 1.22
H17 -4.93 0.39 4.04
H18 -3.66 1.33 3.23
H19 -3.22 -0.15 4.11
H20 -4.49 -1.38 2.39
H21 -3.39 -2.19 0.65
H22 -2.49 -1.16 -0.29
O2 -0.25 -3.82 2.97
Se1 -1.29 -2.82 2.25
O3 -2.67 -3.55 1.76
O4 -0.58 -2.01 0.94
O5 -1.64 -1.47 3.17
C35 -1.84 3.26 -3.28
C36 -2.04 1.76 -3.46
C37 -3.14 1.26 -2.54
C38 -2.35 1.41 -4.92
O6 -0.80 1.17 -3.08
Si1 -0.14 -0.31 -3.09
O7 0.57 -0.61 -1.66
O8 -1.29 -1.44 -3.32
C39 -1.31 -2.87 -3.25
C40 -0.34 -3.39 -2.20
C41 -0.93 -3.38 -4.64
C42 -2.74 -3.26 -2.91
O9 0.84 -0.49 -4.40
C43 1.83 0.30 -5.05
C44 1.46 1.77 -5.07
C45 3.16 0.08 -4.34
C46 1.90 -0.23 -6.48
H23 -2.75 3.80 -3.54
H24 -1.02 3.61 -3.92
H25 -1.58 3.47 -2.25
H26 -4.08 1.78 -2.76
H27 -2.86 1.46 -1.50
H28 -3.29 0.19 -2.66
H29 -3.33 1.80 -5.20
H30 -2.35 0.33 -5.05
H31 -1.60 1.85 -5.58
H32 0.70 -3.19 -2.49
H33 -0.47 -4.47 -2.10
H34 -0.51 -2.92 -1.23
H35 0.07 -3.03 -4.90
H36 -1.63 -3.00 -5.39
H37 -0.95 -4.47 -4.66
H38 -3.01 -2.90 -1.93
H39 -2.84 -4.35 -2.92
H40 -3.43 -2.84 -3.64
H41 1.36 2.18 -4.06
H42 0.50 1.92 -5.57
H43 2.22 2.34 -5.60
H44 3.05 0.32 -3.28
H45 3.94 0.71 -4.77
H46 3.46 -0.97 -4.42
H47 0.94 -0.09 -6.98
H48 2.14 -1.29 -6.48
H49 2.67 0.31 -7.05

Output
charge	-2
ΔE to the lowest compared entry with this formula, charge and spin	0.0	kcal per mole
LUMO	3.73	eV
F_max	0.525	eV Å⁻¹
HOMO-LUMO gap	5.237	eV

***

# 8
The following is a quantum chemistry calculation of a cluster of 3 separate species, C6H13NO2 in total at a distorted geometry, from OMol25.

CARTESIAN COORDINATES (ANGSTROEM)
C1 -1.93 -1.23 0.92
C2 -1.88 -2.62 1.05
C3 -2.31 -3.21 -0.11
N1 -2.56 -2.20 -0.98
C4 -2.28 -1.00 -0.40
H1 -1.89 -0.53 1.74
H2 -1.61 -3.14 1.95
H3 -2.44 -4.24 -0.42
H4 -2.93 -2.42 -1.89
H5 -2.60 -0.17 -1.02
C5 0.79 0.31 1.26
O1 0.75 -0.25 -0.04
H6 -0.07 0.98 1.33
H7 0.68 -0.39 2.09
H8 1.68 0.93 1.35
H9 -0.08 -0.73 -0.11
C6 2.79 3.20 -0.97
O2 3.92 4.10 -1.08
H10 3.06 2.16 -1.18
H11 2.35 3.18 0.03
H12 2.09 3.53 -1.74
H13 4.47 3.75 -1.78

Output
ΔE to the lowest compared entry with this formula, charge and spin	57.9	kcal per mole
SMILES string	c1cc[nH]c1.CO.CO
LUMO	0.81	eV
F_max	1.884	eV Å⁻¹
HOMO-LUMO gap	9.539	eV

***

> The highest F_max belongs to which entry?

C2H9N2OP

***

> What is the F_max in the second record?

3.834 eV Å⁻¹

***

Repeat the sixth record exactly.
The following is a quantum chemistry calculation of a structure of composition C28H23BrIN4O6RbS2Te at a distorted geometry, from OMol25.

CARTESIAN COORDINATES (ANGSTROEM)
Rb1 -1.13 0.33 1.95
C1 2.93 1.08 -0.01
C2 2.59 1.30 1.42
N1 1.39 1.55 1.89
C3 1.55 1.69 3.26
C4 2.86 1.52 3.61
N2 3.50 1.28 2.43
C5 3.67 1.55 4.88
O1 3.02 1.75 5.94
O2 4.88 1.37 4.74
C6 0.36 1.94 4.14
O3 0.59 2.02 5.43
O4 -0.76 2.06 3.67
H1 2.02 1.17 -0.61
H2 3.35 0.08 -0.17
H3 3.64 1.81 -0.38
H4 4.50 1.12 2.41
H5 1.59 1.90 5.66
C7 4.43 -5.53 -0.36
C8 3.16 -4.86 0.11
C9 2.16 -5.61 0.72
C10 1.00 -5.00 1.20
C11 0.85 -3.63 1.05
C12 1.83 -2.87 0.44
C13 2.98 -3.49 -0.03
S1 -0.58 -2.80 1.69
O5 -0.03 -1.83 2.63
O6 -1.43 -3.84 2.24
N3 -1.22 -1.97 0.53
C14 -1.86 -2.61 -0.54
C15 -1.81 -3.98 -0.88
C16 -2.43 -4.40 -2.04
C17 -3.11 -3.50 -2.85
C18 -3.15 -2.19 -2.41
N4 -2.56 -1.76 -1.29
H6 4.22 -6.47 -0.87
H7 5.09 -5.75 0.48
H8 4.98 -4.89 -1.06
H9 2.29 -6.68 0.83
H10 0.22 -5.57 1.68
H11 1.69 -1.80 0.34
H12 3.75 -2.90 -0.51
H13 -1.31 -4.69 -0.24
H14 -2.38 -5.45 -2.31
H15 -3.59 -3.79 -3.77
H16 -3.68 -1.42 -2.97
Te1 -1.22 2.69 -2.93
C19 0.17 3.71 -4.18
C20 1.43 3.33 -4.58
C21 2.07 4.25 -5.46
C22 1.31 5.35 -5.73
S2 -0.20 5.23 -4.90
H17 1.87 2.40 -4.24
H18 3.07 4.11 -5.87
H19 1.54 6.20 -6.35
Br1 -7.08 1.47 0.40
C23 -5.83 2.90 0.26
C24 -6.33 4.17 0.54
C25 -5.49 5.27 0.47
C26 -4.15 5.09 0.13
C27 -3.66 3.83 -0.14
C28 -4.49 2.71 -0.08
I1 -3.66 0.84 -0.53
H20 -7.37 4.28 0.80
H21 -5.88 6.26 0.68
H22 -3.49 5.94 0.07
H23 -2.63 3.70 -0.44

Output
charge	-2
ΔE to the lowest compared entry with this formula, charge and spin	24.0	kcal per mole
LUMO	3.65	eV
F_max	1.537	eV Å⁻¹
HOMO-LUMO gap	5.083	eV